(1)
{
  "formula": "C29H26FeNOP2S3",
  "method": "ωB97M-V/def2-TZVPD",
  "symbols": ["Fe", "S", "P", "C", "P", "S", "C", "C", "C", "C", "C", "C", "C", "C", "C", "C", "C", "C", "C", "C", "C", "C", "C", "C", "C", "C", "C", "C", "C", "C", "H", "H", "H", "H", "H", "H", "H", "H", "H", "H", "H", "H", "H", "H", "H", "H", "H", "H", "H", "H", "C", "O", "H", "H", "H", "S", "C", "C", "N", "C", "H", "H", "H"],
  "positions_angstrom": [[0.147, 0.384, -0.162], [-1.181, -1.571, -0.894], [0.577, -2.387, -0.259], [1.394, -1.183, 0.600], [1.085, -0.775, 2.210], [0.157, 1.045, 2.152], [2.593, -0.635, 3.200], [2.526, -0.165, 4.509], [3.681, -0.072, 5.268], [4.903, -0.448, 4.722], [4.971, -0.914, 3.418], [3.814, -1.007, 2.654], [0.050, -1.922, 3.171], [-1.333, -1.774, 3.203], [-2.112, -2.700, 3.882], [-1.516, -3.776, 4.524], [-0.138, -3.934, 4.482], [0.645, -3.009, 3.809], [1.554, -2.859, -1.710], [2.886, -2.474, -1.801], [3.647, -2.867, -2.896], [3.076, -3.641, -3.894], [1.742, -4.023, -3.805], [0.981, -3.633, -2.716], [0.288, -3.980, 0.565], [-0.986, -4.413, 0.905], [-1.149, -5.626, 1.561], [-0.045, -6.402, 1.879], [1.232, -5.966, 1.543], [1.399, -4.760, 0.885], [1.570, 0.130, 4.926], [3.632, 0.295, 6.285], [5.805, -0.373, 5.316], [5.924, -1.203, 2.993], [3.841, -1.360, 1.630], [-1.789, -0.930, 2.702], [-3.187, -2.578, 3.912], [-2.126, -4.495, 5.056], [0.330, -4.778, 4.974], [1.722, -3.129, 3.783], [3.304, -1.853, -1.019], [4.683, -2.563, -2.970], [3.667, -3.944, -4.749], [1.296, -4.622, -4.589], [-0.063, -3.918, -2.646], [-1.842, -3.797, 0.659], [-2.143, -5.961, 1.829], [-0.177, -7.348, 2.388], [2.095, -6.572, 1.790], [2.393, -4.420, 0.616], [2.498, 1.180, -1.703], [1.132, 1.305, -1.420], [2.860, 2.093, -2.186], [2.687, 0.342, -2.384], [3.093, 1.014, -0.797], [-3.129, 2.905, -2.288], [-2.745, 3.654, -0.799], [-1.928, 2.852, -0.078], [-1.611, 1.664, -0.687], [-2.168, 1.565, -1.860], [-3.130, 4.624, -0.534], [-1.524, 3.068, 0.900], [-2.030, 0.713, -2.510]],
  "mulliken_charge": [0.271, -0.725, 2.181, -0.986, 2.008, -0.718, -0.212, -0.337, -0.679, -0.453, -0.688, -0.022, 0.148, -0.444, -0.795, -0.503, -0.714, -0.250, 0.253, -0.275, -0.771, -0.436, -0.685, -0.568, 0.631, -0.380, -0.617, -0.565, -0.638, -0.619, 0.390, 0.392, 0.369, 0.419, 0.382, 0.378, 0.409, 0.416, 0.443, 0.424, 0.458, 0.413, 0.376, 0.396, 0.356, 0.385, 0.444, 0.406, 0.414, 0.356, -0.678, -0.789, 0.314, 0.203, 0.180, -0.150, -0.212, -0.671, 0.368, -0.117, 0.416, 0.337, 0.359],
  "orbital_gap_ev": [7.8, 7.9],
  "e_above_lowest_kcal_mol": 0.0,
  "spin_multiplicity": 6,
  "e_lumo_ev": [0.592, 0.187],
  "e_homo_ev": [-7.1803, -7.7005]
}


(2)
{
  "formula": "C29H26IrN4O4SSi",
  "method": "ωB97M-V/def2-TZVPD",
  "symbols": ["Ir", "O", "C", "O", "C", "C", "C", "C", "C", "N", "C", "O", "O", "H", "H", "H", "H", "C", "C", "C", "N", "N", "C", "N", "S", "H", "H", "H", "H", "H", "H", "H", "C", "C", "C", "C", "C", "C", "Si", "C", "C", "C", "C", "C", "C", "C", "C", "C", "C", "C", "C", "H", "H", "H", "H", "H", "H", "H", "H", "H", "H", "H", "H", "H", "H", "H"],
  "positions_angstrom": [[-0.185, -0.177, 0.155], [-4.023, -2.355, 0.860], [-2.950, -1.609, 0.784], [-2.174, -1.620, -0.154], [-2.731, -0.713, 1.938], [-3.613, -0.545, 2.988], [-3.297, 0.380, 3.980], [-2.112, 1.093, 3.887], [-1.272, 0.836, 2.814], [-1.577, -0.037, 1.873], [0.073, 1.556, 2.620], [0.310, 2.504, 3.323], [0.789, 1.024, 1.694], [-4.113, -2.957, 0.105], [-4.528, -1.119, 3.016], [-3.968, 0.551, 4.811], [-1.811, 1.843, 4.606], [1.305, -3.748, 3.559], [0.820, -3.790, 2.105], [1.544, -2.812, 1.254], [1.007, -1.974, 0.436], [1.853, -1.140, -0.227], [3.104, -1.338, 0.115], [4.147, -0.669, -0.370], [3.281, -2.647, 1.265], [0.702, -4.414, 4.171], [1.227, -2.739, 3.965], [2.344, -4.070, 3.632], [-0.247, -3.568, 2.047], [0.978, -4.793, 1.699], [4.008, 0.133, -0.961], [5.069, -0.838, -0.004], [-5.366, 1.327, -2.459], [-4.872, 2.473, -1.834], [-3.513, 2.600, -1.613], [-2.660, 1.536, -1.943], [-3.155, 0.406, -2.616], [-4.508, 0.304, -2.866], [-0.816, 1.548, -1.353], [-0.023, 1.824, -3.052], [1.036, 1.011, -3.475], [1.702, 1.315, -4.648], [1.283, 2.394, -5.428], [0.213, 3.184, -5.028], [-0.457, 2.890, -3.853], [-0.658, 3.099, -0.256], [0.358, 4.023, -0.489], [0.385, 5.212, 0.228], [-0.569, 5.465, 1.202], [-1.565, 4.535, 1.458], [-1.595, 3.344, 0.748], [-6.428, 1.245, -2.652], [-5.533, 3.278, -1.543], [-3.129, 3.512, -1.176], [-2.494, -0.400, -2.911], [-4.898, -0.558, -3.391], [1.349, 0.166, -2.873], [2.537, 0.707, -4.969], [1.781, 2.601, -6.366], [-0.117, 4.012, -5.641], [-1.304, 3.494, -3.553], [1.103, 3.837, -1.253], [1.149, 5.948, 0.012], [-0.538, 6.388, 1.764], [-2.319, 4.732, 2.208], [-2.369, 2.612, 0.958]],
  "mulliken_charge": [1.936, -0.449, 0.337, -0.625, 0.171, -0.586, -0.695, -0.642, 0.459, -0.182, 0.235, -0.602, -0.679, 0.434, 0.626, 0.492, 0.657, -1.256, -0.058, 0.095, -0.171, -0.361, 0.532, -0.384, -0.150, 0.384, 0.339, 0.402, 0.089, 0.328, 0.203, 0.218, -0.449, -0.788, 0.057, 0.590, -0.356, -0.737, 0.190, 0.527, -0.597, -0.645, -0.492, -0.784, -0.058, 0.853, -0.753, -0.654, -0.706, -1.029, -0.238, 0.455, 0.472, 0.542, 0.422, 0.490, 0.333, 0.440, 0.418, 0.445, 0.401, 0.420, 0.438, 0.429, 0.461, 0.807],
  "total_charge": 2,
  "orbital_gap_ev": [6.8, 3.8],
  "e_above_lowest_kcal_mol": 97.0,
  "spin_multiplicity": 2,
  "e_lumo_ev": [-6.850, -9.632],
  "e_homo_ev": [-13.6055, -13.4570]
}


(3)
{
  "formula": "C29H26N2O4PdS",
  "method": "ωB97M-V/def2-TZVPD",
  "symbols": ["Pd", "C", "O", "C", "C", "C", "C", "C", "C", "N", "N", "C", "O", "C", "C", "C", "C", "C", "C", "C", "O", "H", "H", "H", "H", "H", "H", "H", "H", "H", "H", "H", "H", "O", "S", "C", "C", "C", "C", "C", "C", "C", "C", "C", "C", "C", "C", "C", "C", "H", "H", "H", "H", "H", "H", "H", "H", "H", "H", "H", "H", "H", "H"],
  "positions_angstrom": [[-1.010, -0.124, -0.309], [-2.373, 3.452, -5.072], [-1.841, 2.734, -3.999], [-1.239, 3.465, -2.991], [-1.105, 4.833, -3.019], [-0.479, 5.506, -1.950], [-0.016, 4.753, -0.896], [-0.131, 3.355, -0.833], [0.413, 2.753, 0.392], [0.386, 1.533, 0.774], [0.948, 1.371, 2.042], [0.944, 0.127, 2.479], [0.612, -0.958, 1.951], [1.526, 0.028, 3.896], [1.567, -1.225, 4.497], [2.029, -1.381, 5.799], [2.467, -0.278, 6.521], [2.443, 0.978, 5.921], [1.977, 1.128, 4.622], [-0.750, 2.640, -1.902], [-0.884, 1.384, -1.983], [-2.825, 2.722, -5.743], [-1.601, 4.012, -5.617], [-3.141, 4.166, -4.746], [-1.479, 5.407, -3.858], [-0.373, 6.583, -1.962], [0.462, 5.250, -0.055], [0.870, 3.470, 1.086], [1.204, -2.060, 3.911], [2.039, -2.368, 6.252], [2.817, -0.393, 7.541], [2.783, 1.847, 6.474], [1.932, 2.098, 4.143], [-2.736, 0.582, 1.721], [-3.116, -0.526, 0.761], [-1.992, -1.997, 0.677], [-2.745, -3.122, 0.038], [-2.973, -4.307, 0.734], [-3.679, -5.352, 0.151], [-4.173, -5.226, -1.140], [-3.936, -4.050, -1.845], [-3.223, -3.012, -1.266], [-4.361, -1.348, 1.955], [-3.789, -1.993, 3.181], [-4.240, -3.249, 3.589], [-3.711, -3.881, 4.706], [-2.706, -3.263, 5.439], [-2.250, -2.010, 5.046], [-2.789, -1.374, 3.936], [-1.596, -2.225, 1.664], [-1.091, -1.822, -0.028], [-2.589, -4.403, 1.741], [-3.841, -6.267, 0.711], [-4.729, -6.036, -1.597], [-4.302, -3.941, -2.860], [-3.012, -2.099, -1.814], [-4.988, -2.055, 1.403], [-4.953, -0.468, 2.208], [-5.007, -3.744, 3.003], [-4.077, -4.860, 4.996], [-2.268, -3.760, 6.297], [-1.450, -1.525, 5.592], [-2.415, -0.412, 3.610]],
  "mulliken_charge": [-0.560, -1.010, -0.327, 0.848, -0.539, -0.920, -0.711, 0.931, -0.486, 0.098, -0.461, 0.064, -0.764, 0.393, -0.511, -0.553, -0.328, -0.574, -0.161, 0.365, -0.978, 0.229, 0.352, 0.372, 0.277, 0.330, 0.232, 0.181, 0.405, 0.351, 0.359, 0.345, 0.418, -0.632, 0.250, -0.854, 0.676, -0.193, -0.633, -0.404, -0.638, -0.565, -1.258, 0.498, -0.567, -0.436, -0.540, -0.408, -0.166, 0.933, 0.500, 0.464, 0.366, 0.356, 0.363, 0.451, 0.320, 0.535, 0.333, 0.346, 0.376, 0.427, 0.434],
  "total_charge": -2,
  "orbital_gap_ev": 5.1,
  "e_lumo_ev": 4.545,
  "e_homo_ev": -0.5143
}